A.
47
Properties=species:S:1:pos:R:3:lowdin_charge:R:1 method="wB97M-V/def2-TZVPD" smiles="CCOC(=O)c1cc(NC(=O)c2cccnc2)ccc1N1CCOCC1"
C -0.816 -4.675 0.400 -0.057
H 0.258 -4.591 0.257 0.079
C -1.548 -3.889 -0.679 -0.214
H -1.321 -4.279 -1.674 0.123
H -2.629 -3.916 -0.504 0.121
O -1.115 -2.531 -0.704 -0.007
C -1.706 -1.683 0.149 -0.465
O -2.639 -1.987 0.855 0.117
C -1.038 -0.358 0.149 -0.046
C 0.348 -0.351 0.044 0.065
C 1.071 0.816 0.245 -0.209
C 0.378 1.984 0.565 -0.014
C -0.996 1.994 0.636 -0.007
C -1.750 0.833 0.408 -0.165
N -3.120 0.844 0.434 -0.089
C -3.923 0.168 -0.559 -0.125
H -3.305 -0.496 -1.162 0.125
C -4.571 1.208 -1.488 -0.180
O -5.316 2.171 -0.780 -0.130
C -4.507 2.847 0.156 -0.189
C -3.885 1.847 1.137 -0.128
H -3.266 2.351 1.877 0.121
H -4.699 1.330 1.660 0.134
H -5.162 3.551 0.673 0.126
H -3.714 3.403 -0.370 0.124
H -5.270 0.725 -2.172 0.127
H -3.779 1.707 -2.071 0.130
H -4.695 -0.425 -0.057 0.135
H -1.494 2.927 0.852 0.104
H 0.926 2.900 0.741 0.113
N 2.466 0.879 0.153 0.133
C 3.354 -0.139 -0.025 -0.424
O 3.060 -1.314 -0.113 0.082
C 4.776 0.316 -0.088 -0.116
C 5.772 -0.545 0.369 0.000
C 7.093 -0.142 0.305 -0.047
C 7.372 1.111 -0.223 -0.144
N 6.439 1.923 -0.691 0.063
C 5.179 1.535 -0.632 -0.104
H 4.469 2.228 -1.066 0.115
H 8.386 1.483 -0.286 0.105
H 7.889 -0.782 0.655 0.103
H 5.489 -1.509 0.766 0.121
H 2.851 1.804 0.287 0.130
H 0.866 -1.272 -0.161 0.111
H -1.104 -5.721 0.350 0.076
H -1.074 -4.283 1.381 0.077

B.
47
Properties=species:S:1:pos:R:3:lowdin_charge:R:1 method="wB97M-V/def2-TZVPD" smiles="CC(=O)Nc1ccc(OC[C@@H](O)Cn2c(CO)nc3ccccc32)cc1"
C -5.443 -2.920 0.187 0.009
C -4.320 -1.942 -0.068 -0.504
O -3.286 -2.243 -0.631 0.051
N -4.574 -0.689 0.393 0.117
C -3.638 0.364 0.312 -0.246
C -2.988 0.626 -0.886 -0.012
C -1.984 1.573 -0.946 -0.005
C -1.606 2.257 0.203 -0.279
C -2.327 2.060 1.382 0.007
C -3.336 1.123 1.436 -0.007
H -3.867 0.955 2.361 0.115
H -2.053 2.631 2.254 0.122
O -0.554 3.122 0.293 -0.044
C 0.419 3.139 -0.724 -0.128
C 1.157 1.796 -0.961 -0.333
O 2.410 2.041 -1.546 0.001
H 3.017 2.388 -0.881 0.091
H 0.628 1.193 -1.704 0.134
C 1.267 0.980 0.343 -0.053
N 2.042 -0.211 0.138 0.040
C 1.612 -1.409 -0.370 -0.256
N 2.566 -2.286 -0.492 0.171
C 3.706 -1.666 -0.055 -0.223
C 5.012 -2.134 0.035 -0.017
C 5.970 -1.273 0.526 -0.104
C 5.651 0.024 0.929 -0.102
C 4.361 0.509 0.849 -0.033
C 3.392 -0.346 0.348 -0.160
H 4.128 1.514 1.176 0.101
H 6.433 0.664 1.312 0.097
H 6.995 -1.606 0.607 0.096
H 5.253 -3.139 -0.272 0.109
C 0.207 -1.691 -0.791 -0.165
H 0.009 -1.167 -1.742 0.126
H 0.145 -2.768 -0.981 0.129
O -0.724 -1.287 0.188 -0.068
H -1.599 -1.614 -0.091 0.043
H 0.271 0.688 0.682 0.118
H 1.748 1.585 1.119 0.144
H 0.001 3.499 -1.672 0.134
H 1.150 3.879 -0.379 0.137
H -1.496 1.759 -1.888 0.115
H -3.252 0.067 -1.769 0.125
H -5.358 -0.558 1.016 0.149
H -6.387 -2.521 -0.176 0.084
H -5.224 -3.856 -0.318 0.086
H -5.530 -3.109 1.256 0.087

C.
47
Properties=species:S:1:pos:R:3:lowdin_charge:R:1 method="wB97M-V/def2-TZVPD" smiles="CC(C)NC(=O)NC(=O)COC(=O)c1c2c(nc3ccccc13)CCC2"
C -5.219 -0.895 -2.279 -0.052
H -6.023 -0.707 -2.984 0.076
H -4.271 -0.832 -2.807 0.079
H -5.330 -1.901 -1.881 0.079
C -5.262 0.129 -1.146 -0.411
N -4.162 -0.105 -0.232 0.110
C -3.177 0.778 -0.044 -0.509
O -3.065 1.857 -0.576 0.080
N -2.177 0.374 0.887 0.195
C -2.065 -0.789 1.565 -0.412
O -2.861 -1.705 1.523 0.077
C -0.809 -0.868 2.446 -0.043
H -0.845 -1.794 3.021 0.142
H -0.779 0.002 3.112 0.141
O 0.393 -0.934 1.686 0.010
C 0.933 0.220 1.267 -0.382
O 0.386 1.284 1.480 0.090
C 2.221 0.111 0.551 0.014
C 2.864 1.296 0.250 -0.073
C 4.093 1.265 -0.458 -0.228
N 4.698 0.183 -0.831 0.182
C 4.110 -1.000 -0.539 -0.210
C 4.797 -2.159 -0.950 -0.018
C 4.270 -3.399 -0.722 -0.079
C 3.033 -3.515 -0.080 -0.073
C 2.345 -2.405 0.336 -0.019
C 2.858 -1.109 0.137 -0.070
H 1.394 -2.533 0.822 0.102
H 2.611 -4.495 0.089 0.104
H 4.798 -4.287 -1.037 0.103
H 5.742 -2.022 -1.452 0.111
C 4.580 2.653 -0.731 -0.110
H 5.656 2.743 -0.592 0.117
H 4.357 2.904 -1.771 0.124
C 3.763 3.516 0.238 -0.161
H 3.540 4.499 -0.173 0.108
H 4.324 3.657 1.163 0.112
C 2.486 2.712 0.531 -0.123
H 2.127 2.853 1.549 0.117
H 1.667 3.001 -0.133 0.135
H -1.448 1.076 1.019 0.124
H -4.127 -0.984 0.274 0.121
C -6.583 0.061 -0.385 -0.053
H -6.593 0.791 0.421 0.079
H -6.722 -0.931 0.041 0.078
H -7.412 0.271 -1.054 0.077
H -5.115 1.136 -1.550 0.139

Which of them is the most stable, and which is the least stable? C and A, in that order.

A.
92
Properties=species:S:1:pos:R:3:lowdin_charge:R:1 method="wB97M-V/def2-TZVPD" s2=2.03 spin_multiplicity=3 charge=-2
Ti 0.880 -0.471 0.900 1.036
N 0.087 -0.867 3.091 -0.018
C 0.952 -0.666 4.263 -0.226
C 2.416 -0.957 3.962 -0.198
C 2.755 -2.437 3.790 -0.191
C 2.068 -3.134 2.618 -0.249
N 2.126 -2.351 1.388 -0.056
H -0.699 -0.226 3.125 0.098
H -0.305 -1.802 3.038 0.081
H 0.613 -1.288 5.103 0.114
H 0.852 0.376 4.568 0.114
H 3.029 -0.547 4.770 0.110
H 2.700 -0.411 3.058 0.091
H 2.504 -2.988 4.704 0.106
H 3.839 -2.526 3.662 0.108
H 1.014 -3.328 2.835 0.100
H 2.532 -4.118 2.477 0.112
H 1.811 -2.950 0.617 -0.044
H 3.080 -2.092 1.142 0.095
O -3.605 3.307 -3.088 -0.065
C -3.882 2.434 -2.243 -0.699
O -4.980 2.051 -1.808 -0.050
C -2.647 1.696 -1.647 -0.081
C -1.358 2.054 -2.027 0.016
C -0.272 1.378 -1.496 -0.099
N -0.428 0.370 -0.641 0.002
C -1.667 0.007 -0.273 -0.159
C -2.797 0.646 -0.744 0.071
C -1.724 -1.243 0.607 -0.589
O -2.751 -1.619 1.143 0.058
O -0.585 -1.877 0.666 -0.202
H -1.229 2.857 -2.739 0.110
H 0.749 1.631 -1.760 0.119
H -3.788 0.336 -0.446 0.127
C 3.639 5.747 -1.678 -0.061
C 2.496 5.962 -0.697 -0.333
C 1.334 6.687 -1.367 -0.157
C 0.293 7.063 -0.329 -0.154
C -0.055 5.872 0.525 -0.166
C -1.264 5.883 1.246 0.006
C -1.628 4.756 1.942 -0.285
F -2.795 4.778 2.641 0.032
C -0.881 3.602 1.953 0.051
C 0.343 3.572 1.252 -0.070
C 1.130 2.394 1.212 -0.297
O 0.667 1.309 1.815 -0.202
C 2.393 2.440 0.551 -0.065
C 2.779 3.595 -0.052 -0.005
N 1.996 4.718 -0.112 0.010
C 0.755 4.749 0.554 -0.078
C 3.368 1.290 0.512 -0.583
O 4.564 1.508 0.350 0.029
O 2.854 0.122 0.687 -0.182
H 3.873 6.703 -2.148 0.075
H 3.354 5.041 -2.459 0.094
H 4.546 5.382 -1.201 0.074
H 2.857 6.603 0.124 0.152
H 0.895 6.016 -2.112 0.134
H 1.708 7.570 -1.890 0.110
H -0.613 7.426 -0.819 0.116
H 0.667 7.886 0.292 0.114
H -1.918 6.745 1.225 0.112
H -1.227 2.718 2.465 0.116
H 3.747 3.634 -0.521 0.111
C -4.318 -3.403 -3.947 -0.058
C -3.743 -3.779 -2.609 -0.277
C -4.554 -4.237 -1.579 -0.045
C -4.025 -4.542 -0.332 -0.067
C -2.667 -4.393 -0.126 -0.388
C -1.830 -3.951 -1.138 -0.082
C -2.376 -3.649 -2.373 -0.022
S -2.034 -4.668 1.529 0.903
C -1.017 -6.112 1.134 -0.241
O -3.171 -5.185 2.340 -0.550
H -5.408 -3.438 -3.931 0.068
H -3.969 -4.080 -4.731 0.074
H -4.018 -2.393 -4.229 0.083
H -5.623 -4.328 -1.742 0.103
H -4.646 -4.861 0.494 0.101
H -0.772 -3.810 -0.972 0.056
H -1.723 -3.278 -3.156 0.120
H -1.657 -6.895 0.730 0.055
H -0.554 -6.437 2.064 0.041
H -0.249 -5.825 0.414 -0.001
C 2.303 -4.909 -3.886 -0.171
O 2.216 -3.563 -3.459 -0.271
C 1.996 -3.292 -2.149 -1.301
S 1.867 -4.592 -1.064 0.570
S 1.827 -1.659 -1.835 0.655
H 2.422 -4.854 -4.967 0.081
H 1.400 -5.465 -3.628 0.062
H 3.158 -5.413 -3.431 0.064

B.
92
Properties=species:S:1:pos:R:3:lowdin_charge:R:1 method="wB97M-V/def2-TZVPD" s2=2.04 spin_multiplicity=3 charge=-2
Ti -0.691 0.855 0.173 1.081
N 0.654 0.969 2.135 0.001
C 0.664 0.031 3.274 -0.234
C -0.711 -0.539 3.630 -0.177
C -1.027 -1.908 3.021 -0.188
C -1.650 -1.910 1.634 -0.239
N -0.742 -1.362 0.615 -0.046
H 1.609 1.267 1.945 0.085
H 0.161 1.817 2.415 0.094
H 1.087 0.541 4.146 0.111
H 1.344 -0.792 3.033 0.072
H -1.491 0.182 3.369 0.101
H -0.736 -0.649 4.717 0.103
H -1.724 -2.431 3.682 0.106
H -0.113 -2.515 3.000 0.109
H -2.558 -1.303 1.627 0.116
H -1.924 -2.934 1.362 0.108
H -1.044 -1.710 -0.306 -0.054
H 0.179 -1.787 0.718 0.068
O 5.158 1.559 -3.946 -0.028
C 4.812 0.697 -3.129 -0.708
O 5.461 -0.235 -2.594 -0.055
C 3.371 0.740 -2.596 -0.107
C 2.553 -0.389 -2.647 0.009
C 1.380 -0.412 -1.925 -0.090
N 1.020 0.616 -1.145 0.018
C 1.751 1.741 -1.149 -0.175
C 2.917 1.849 -1.884 0.046
C 1.211 2.907 -0.316 -0.598
O 1.938 3.856 -0.088 0.052
O -0.016 2.770 0.067 -0.121
H 2.851 -1.265 -3.209 0.114
H 0.722 -1.277 -1.933 0.080
H 3.487 2.767 -1.857 0.131
C -8.063 1.675 -1.414 -0.035
C -7.097 2.820 -1.714 -0.337
C -7.342 3.465 -3.074 -0.150
C -7.069 2.465 -4.188 -0.158
C -5.722 1.817 -4.004 -0.171
C -5.075 1.235 -5.109 0.002
C -3.849 0.638 -4.916 -0.279
F -3.246 0.074 -5.995 0.033
C -3.206 0.590 -3.701 0.068
C -3.823 1.190 -2.584 -0.055
C -3.198 1.203 -1.311 -0.246
O -1.987 0.674 -1.204 -0.179
C -3.891 1.770 -0.195 -0.043
C -5.120 2.308 -0.408 -0.004
N -5.718 2.363 -1.638 -0.010
C -5.107 1.791 -2.763 -0.081
C -3.403 1.796 1.233 -0.574
O -4.153 2.201 2.116 0.016
O -2.216 1.342 1.450 -0.139
H -9.100 2.008 -1.501 0.076
H -7.900 1.300 -0.402 0.079
H -7.903 0.844 -2.102 0.082
H -7.207 3.585 -0.941 0.139
H -6.671 4.321 -3.176 0.123
H -8.368 3.838 -3.120 0.109
H -7.106 2.961 -5.161 0.111
H -7.857 1.704 -4.206 0.109
H -5.524 1.252 -6.093 0.109
H -2.263 0.076 -3.589 0.118
H -5.674 2.728 0.419 0.129
C 5.493 3.253 2.912 -0.054
C 4.984 1.911 2.469 -0.274
C 4.470 0.995 3.382 -0.049
C 3.945 -0.220 2.960 -0.102
C 3.940 -0.521 1.607 -0.377
C 4.490 0.357 0.683 -0.057
C 5.005 1.564 1.119 -0.018
S 3.054 -1.996 1.080 0.894
C 4.361 -2.741 0.088 -0.214
O 2.864 -2.819 2.311 -0.543
H 5.425 3.364 3.994 0.068
H 4.911 4.053 2.450 0.084
H 6.535 3.397 2.618 0.078
H 4.463 1.240 4.438 0.105
H 3.523 -0.933 3.658 0.099
H 4.562 0.092 -0.369 0.085
H 5.422 2.250 0.390 0.127
H 5.229 -2.901 0.725 0.062
H 4.604 -2.075 -0.744 0.043
H 3.975 -3.684 -0.295 0.056
C -0.535 -2.505 -5.551 -0.153
O -1.259 -2.565 -4.331 -0.282
C -0.711 -3.198 -3.271 -1.405
S 0.774 -3.961 -3.416 0.483
S -1.705 -3.163 -1.899 0.511
H -1.164 -1.925 -6.221 0.076
H -0.356 -3.506 -5.948 0.062
H 0.430 -2.017 -5.407 0.066

Which of them is the most stable, and which is the least stable? B and A, in that order.

A.
86
Properties=species:S:1:pos:R:3:lowdin_charge:R:1 method="wB97M-V/def2-TZVPD" s2=0.82 spin_multiplicity=2 charge=-2
Hg 1.058 -1.937 -1.615 1.186
C 1.107 2.550 4.813 -0.129
O 1.565 3.809 4.395 -0.118
C 2.473 3.804 3.345 -0.307
C 3.207 2.696 2.950 -0.045
C 4.085 2.772 1.874 -0.037
C 4.280 3.974 1.162 -0.380
C 3.536 5.090 1.612 -0.058
C 2.651 5.006 2.665 -0.041
N 5.199 4.184 0.171 -0.053
N 5.702 3.190 -0.533 -0.023
C 5.036 2.023 -0.818 -0.312
C 5.840 0.933 -1.172 -0.072
C 5.328 -0.323 -1.456 -0.045
C 3.955 -0.604 -1.448 -0.431
O 3.469 -1.779 -1.692 -0.250
C 3.088 0.500 -1.191 -0.153
N 1.730 0.264 -1.252 0.009
C 0.907 1.287 -1.125 -0.172
C 1.341 2.606 -0.987 -0.050
C 2.686 2.861 -0.882 -0.012
C 3.610 1.808 -0.919 -0.105
H 0.262 2.725 5.479 0.083
H 1.878 1.996 5.364 0.079
H 0.775 1.940 3.966 0.090
H 3.104 1.752 3.471 0.080
H 4.642 1.891 1.581 0.105
H 3.670 6.028 1.086 0.095
H 2.071 5.868 2.975 0.103
H 6.911 1.099 -1.178 0.089
H 5.999 -1.139 -1.704 0.094
H -0.147 1.063 -1.159 0.012
H 0.611 3.403 -0.959 0.098
H 3.047 3.873 -0.774 0.102
C -2.794 -3.426 -0.822 -0.118
N -1.875 -3.735 -1.896 -0.277
C -2.496 -3.605 -3.199 -0.133
C -1.272 -5.033 -1.717 -0.208
C 0.242 -5.135 -1.610 -0.242
C 0.664 -6.465 -1.479 -0.098
C 1.995 -6.812 -1.378 -0.126
C 2.943 -5.803 -1.417 -0.117
C 2.539 -4.482 -1.541 -0.147
C 1.187 -4.103 -1.632 -0.203
H -3.667 -4.107 -0.806 0.083
H -3.149 -2.407 -0.936 0.022
H -2.275 -3.499 0.135 0.083
H -3.310 -4.341 -3.344 0.078
H -1.746 -3.762 -3.976 0.086
H -2.901 -2.602 -3.315 0.026
H -1.570 -5.687 -2.548 0.112
H -1.688 -5.502 -0.817 0.114
H -0.095 -7.244 -1.462 0.100
H 2.286 -7.851 -1.270 0.086
H 4.000 -6.035 -1.352 0.090
H 3.293 -3.708 -1.564 0.050
S -5.602 1.712 1.662 0.503
C -4.748 1.424 0.251 -1.108
S -3.436 0.302 0.209 0.928
C -3.137 0.634 -1.511 -1.145
N -3.951 1.547 -1.954 -0.023
N -4.855 1.969 -0.983 -0.148
C -5.809 2.911 -1.459 -0.181
C -5.531 3.566 -2.662 -0.023
C -6.437 4.467 -3.191 -0.099
C -7.636 4.734 -2.542 -0.120
C -7.908 4.081 -1.352 -0.101
C -7.009 3.176 -0.805 -0.054
S -1.944 -0.179 -2.393 0.493
H -4.604 3.348 -3.169 0.101
H -6.201 4.963 -4.125 0.095
H -8.344 5.439 -2.960 0.089
H -8.840 4.269 -0.832 0.095
H -7.236 2.678 0.122 0.020
C 1.632 -1.539 4.307 -0.055
N 0.715 -1.633 3.189 -0.186
C -0.607 -2.210 3.351 -0.042
C 1.139 -1.382 1.932 -0.315
O 0.471 -1.624 0.945 -0.058
H 1.065 -1.561 5.236 0.080
H 2.186 -0.601 4.270 0.071
H 2.351 -2.364 4.323 0.087
H -0.887 -2.171 4.402 0.078
H -0.638 -3.247 3.005 0.091
H -1.328 -1.644 2.763 0.086
H 2.144 -0.937 1.874 0.150

B.
86
Properties=species:S:1:pos:R:3:lowdin_charge:R:1 method="wB97M-V/def2-TZVPD" s2=0.80 spin_multiplicity=2 charge=-2
Hg -0.878 0.249 -0.820 1.292
C -4.376 0.720 5.159 -0.117
O -4.162 -0.504 5.817 -0.111
C -4.165 -1.631 5.013 -0.300
C -4.681 -1.671 3.727 -0.033
C -4.611 -2.838 2.973 -0.029
C -4.019 -4.012 3.478 -0.356
C -3.552 -3.946 4.808 -0.053
C -3.612 -2.788 5.554 -0.034
N -3.908 -5.225 2.829 -0.052
N -3.994 -5.297 1.503 -0.024
C -3.524 -4.288 0.690 -0.316
C -4.151 -4.086 -0.539 -0.072
C -3.807 -3.053 -1.409 -0.056
C -2.793 -2.130 -1.140 -0.478
O -2.517 -1.110 -1.910 -0.257
C -2.062 -2.377 0.067 -0.170
N -1.015 -1.531 0.357 -0.055
C -0.212 -1.775 1.378 -0.142
C -0.390 -2.876 2.212 -0.039
C -1.483 -3.686 2.009 0.011
C -2.373 -3.454 0.948 -0.095
H -4.165 1.506 5.883 0.085
H -5.414 0.824 4.820 0.078
H -3.712 0.834 4.295 0.091
H -5.122 -0.790 3.277 0.076
H -5.015 -2.833 1.970 0.090
H -3.111 -4.844 5.226 0.097
H -3.212 -2.753 6.561 0.106
H -4.978 -4.746 -0.782 0.092
H -4.357 -2.921 -2.336 0.099
H 0.613 -1.094 1.547 0.056
H 0.322 -3.050 3.005 0.098
H -1.669 -4.531 2.659 0.108
C 0.261 1.998 2.033 -0.106
N 0.872 2.129 0.720 -0.311
C 2.315 1.983 0.771 -0.105
C 0.462 3.335 0.025 -0.192
C -0.104 3.179 -1.381 -0.247
C -0.091 4.326 -2.177 -0.078
C -0.641 4.332 -3.448 -0.117
C -1.222 3.173 -3.945 -0.119
C -1.236 2.029 -3.161 -0.147
C -0.673 2.010 -1.880 -0.274
H 0.537 2.828 2.708 0.085
H 0.598 1.074 2.502 0.070
H -0.826 1.970 1.940 0.062
H 2.796 2.816 1.315 0.084
H 2.720 1.961 -0.243 0.086
H 2.586 1.053 1.271 0.013
H 1.314 4.025 -0.048 0.110
H -0.291 3.856 0.626 0.125
H 0.361 5.233 -1.786 0.101
H -0.617 5.236 -4.046 0.088
H -1.662 3.161 -4.935 0.089
H -1.704 1.127 -3.540 0.082
S 5.137 -0.300 7.969 0.477
C 4.905 -0.862 6.406 -1.125
S 3.771 -0.165 5.303 0.922
C 4.150 -1.369 4.065 -1.209
N 5.060 -2.206 4.477 -0.013
N 5.477 -1.904 5.771 -0.166
C 6.425 -2.813 6.313 -0.207
C 6.334 -4.153 5.950 -0.017
C 7.251 -5.064 6.447 -0.097
C 8.265 -4.649 7.300 -0.117
C 8.359 -3.308 7.643 -0.097
C 7.447 -2.385 7.152 -0.056
S 3.386 -1.327 2.551 0.423
H 5.551 -4.456 5.271 0.108
H 7.170 -6.106 6.164 0.096
H 8.979 -5.364 7.689 0.089
H 9.152 -2.968 8.298 0.095
H 7.517 -1.343 7.419 0.062
C -6.028 -0.512 0.354 -0.046
N -5.219 0.534 0.949 -0.185
C -5.849 1.585 1.714 -0.060
C -3.906 0.628 0.648 -0.326
O -3.171 1.522 1.042 -0.027
H -6.770 -0.855 1.077 0.086
H -5.393 -1.355 0.082 0.071
H -6.546 -0.167 -0.548 0.088
H -6.749 1.192 2.187 0.083
H -6.123 2.440 1.087 0.089
H -5.160 1.937 2.478 0.072
H -3.561 -0.197 0.014 0.095

Which of them is the most stable, and which is the least stable? B and A, in that order.